This record from the OMol25 dataset describes a cluster of 2 separate species, C6H13NO4 in total. The level of theory is wB97M-V/def2-TZVPD.

The geometry in XYZ format:
```
24
Properties=species:S:1:pos:R:3:forces:R:3
N -0.015 0.130 -3.651 0.999 -0.982 -4.221
O -0.859 0.113 -4.557 1.473 0.303 2.983
O 1.179 -0.123 -3.798 -2.430 0.621 1.139
C -1.618 -0.805 2.142 0.083 0.240 0.176
C -1.102 0.101 1.061 0.775 -0.661 0.353
C -1.301 1.605 1.121 0.005 -0.305 0.178
C 1.292 -0.195 0.297 0.518 0.019 -0.644
C 1.698 -1.565 -0.093 -0.022 -0.138 -0.250
C 1.421 0.969 -0.634 -0.470 -0.144 0.003
O 0.568 -0.091 1.365 -1.869 0.674 1.063
O -1.305 -0.476 -0.173 1.871 0.502 -0.410
H -1.167 -0.454 3.068 -0.248 -0.126 0.278
H -2.714 -0.818 2.216 0.262 0.124 -0.061
H -1.245 -1.818 1.935 -0.223 0.378 0.076
H -0.599 1.963 1.879 -0.270 0.246 -0.074
H -1.064 2.060 0.147 -0.164 -0.192 0.405
H -2.329 1.869 1.406 0.264 -0.128 -0.115
H 1.805 -1.582 -1.178 0.324 -0.356 -0.055
H 2.620 -1.893 0.400 0.049 -0.041 -0.161
H 0.896 -2.253 0.199 0.220 -0.026 -0.059
H 0.711 0.753 -1.475 0.594 0.644 0.113
H 1.039 1.869 -0.104 0.740 -0.411 -0.566
H 2.441 1.056 -1.062 -0.641 0.197 0.218
H -0.350 -0.415 -0.513 -1.839 -0.437 -0.371
```
Positions in Å, forces in eV/Å.

Computed properties:
Gap between HOMO and LUMO (spin up / spin down) in Eh: 0.3565 / 0.1426
Energy in eV: -16106.3954
LUMO level (spin up / spin down) in eV: -0.37 / -2.85
Relative energy (zero: lowest compared OMol25 entry of this formula, charge and spin) in kJ/mol: 617.81